Record 1
Formula: C35H45BrF7N3NiO3SiTe
Source: the Open Molecules 2025 dataset
Level of theory: wB97M-V/def2-TZVPD

Calculated values
LUMO energy (alpha / beta) = -0.87 / -0.98 eV
2S+1 = 3
ΔE to the lowest compared entry with this formula, charge and spin = 0.688 eV
HOMO energy (alpha / beta) = -0.2757 / -0.3029 Ha
electronic energy = -7089.60229 Ha

```
97
Properties=species:S:1:pos:R:3:forces:R:3:mulliken_spin:R:1
Ni 0.90886 0.78118 -1.90230 0.46 2.10 1.37 1.6141
O 7.11521 -1.62789 -2.38450 0.56 0.19 0.00 0.0000
C 7.02949 -0.29287 -1.89878 0.25 0.00 0.49 -0.0009
C 5.58425 -0.03140 -1.58999 0.14 0.73 -0.10 0.0024
C 5.15502 1.26660 -1.31415 -0.40 0.50 0.06 -0.0008
C 3.80676 1.60294 -1.37434 0.36 -1.44 -0.02 0.0058
N 2.88697 0.62887 -1.51857 0.96 -0.84 0.44 0.0545
C 3.28819 -0.66169 -1.56943 1.13 1.18 0.50 0.0054
C 4.64181 -1.02776 -1.65914 -1.28 0.31 -0.12 -0.0012
C 2.21569 -1.64979 -1.51369 -1.05 -0.05 0.16 0.0293
C 2.43507 -2.99488 -1.23890 0.27 0.29 -0.20 -0.0032
C 1.40093 -3.89345 -1.34169 -0.53 0.44 0.05 0.0067
C 1.64820 -5.36000 -1.11831 -0.04 -0.19 0.19 -0.0020
O 0.57933 -6.11414 -1.66829 0.10 -0.12 -0.15 0.0000
C 0.14281 -3.37129 -1.67927 -0.38 -1.43 -0.17 0.0008
C -0.03863 -2.04570 -1.92567 1.28 0.99 0.58 0.0217
N 0.98187 -1.16332 -1.74801 -0.28 -1.63 -1.13 0.0180
H 7.98110 -1.77689 -2.78772 -0.23 0.13 0.19 0.0001
H 7.38393 0.44684 -2.64526 -0.18 -0.40 0.31 0.0001
H 7.60652 -0.13373 -0.95549 -0.09 -0.24 -0.62 0.0001
H 5.82765 2.07549 -1.05074 0.29 -0.14 -0.40 0.0009
H 3.48568 2.63688 -1.34376 -0.22 -0.36 0.15 0.0060
H 4.90829 -2.04914 -1.83796 0.22 -0.21 -0.08 0.0006
H 3.43106 -3.31063 -0.97378 0.13 -0.15 -0.04 0.0007
H 1.68016 -5.56273 -0.02787 0.22 0.14 -0.45 0.0010
H 2.63126 -5.60562 -1.57098 -0.52 -0.05 0.30 0.0004
H 0.91140 -6.85702 -2.18255 0.05 0.14 0.13 0.0000
H -0.71357 -4.03219 -1.78942 0.28 -0.01 -0.04 0.0002
H -0.98116 -1.65618 -2.28271 -0.06 0.16 0.23 -0.0004
F 3.70912 3.37783 -5.67690 -0.82 -0.27 0.03 0.0019
C 2.50156 2.84824 -5.27834 0.92 0.46 -0.08 0.0123
C 2.46655 2.24428 -4.03992 0.70 0.35 -0.69 -0.0700
C 1.32025 1.65757 -3.58238 -0.51 -0.31 -0.34 0.1753
C 0.17566 1.73746 -4.37761 0.08 0.25 -1.30 -0.0081
C 0.23845 2.41782 -5.60439 -0.39 -0.22 0.05 0.0216
F -0.92725 2.55036 -6.32720 0.91 0.05 0.12 0.0026
C 1.41592 2.97526 -6.11013 -0.88 -0.42 0.36 -0.0109
C -1.05054 1.12830 -3.84588 -0.42 -0.35 0.06 0.0104
C -2.16472 0.71093 -4.60183 0.03 -0.08 0.44 -0.0030
C -3.28911 0.22949 -3.92888 0.67 0.04 0.29 -0.0002
C -3.28972 0.27428 -2.53855 0.36 0.53 0.33 0.0029
C -2.16732 0.76835 -1.84739 -0.62 -1.09 -1.70 -0.0100
N -1.01499 0.98833 -2.49355 -1.35 0.91 -0.13 0.0491
H 3.40444 2.26941 -3.51334 0.09 -0.15 0.18 -0.0046
H 1.47140 3.45646 -7.06849 -0.08 0.14 -0.14 -0.0009
H -2.10893 0.70518 -5.68423 -0.07 0.19 0.21 -0.0001
H -4.15700 -0.16286 -4.44800 0.18 0.04 -0.11 0.0000
H -4.13354 -0.08649 -1.96914 -0.19 0.22 0.02 -0.0002
H -2.22233 0.93032 -0.79248 0.40 -0.21 0.37 0.0033
F 1.22194 5.01750 0.82743 0.40 -0.80 0.55 0.0057
Te 1.49289 3.14935 0.96412 -1.55 -1.88 -4.32 0.0080
F 3.32895 3.56681 0.79204 -0.47 -0.03 0.61 0.0050
F 2.05861 1.27166 1.14543 0.25 1.53 0.64 0.0068
F 1.59639 3.10163 2.86858 -0.01 0.54 -1.57 -0.0002
F -0.44935 3.14462 1.14467 1.64 0.37 0.74 0.0064
O 1.22710 2.69267 -0.92830 0.31 1.45 3.31 0.0037
C -3.37902 -2.18728 3.19052 -0.67 -1.09 0.30 0.0007
C -2.25592 -1.71255 2.27721 -0.31 -0.07 0.04 0.0003
C -0.99731 -2.54424 2.61350 -0.24 -0.77 0.03 -0.0003
C -2.68503 -2.02093 0.79040 0.42 -0.51 0.50 -0.0001
Si -1.95137 0.12491 2.62146 0.43 -0.04 -0.31 0.0027
Br -0.48729 0.34814 0.97797 0.24 -0.12 -0.51 0.0289
C -3.49329 1.19378 2.36173 0.32 0.06 0.07 0.0007
C -4.43251 0.61275 1.29055 -0.64 0.34 0.06 0.0001
C -3.12642 2.62718 1.96703 -0.77 1.13 -0.57 0.0007
C -4.26112 1.20393 3.69243 -1.00 0.14 -0.10 0.0002
C -0.98638 0.56627 4.21557 -0.08 -0.46 -0.10 0.0007
C -1.69378 -0.20226 5.34124 -0.11 -0.03 1.30 0.0004
C -1.04828 2.06923 4.52654 -0.68 0.46 0.11 0.0003
C 0.50550 0.12777 4.16870 0.42 -0.07 0.14 -0.0014
H -3.67437 -3.20775 2.82516 0.05 0.64 0.59 -0.0001
H -4.28832 -1.55521 3.16586 0.52 -0.44 -0.04 0.0000
H -3.04297 -2.26537 4.24957 -0.42 -0.07 -0.80 0.0000
H -1.29770 -3.62330 2.55858 0.36 0.64 -0.23 0.0000
H -0.64302 -2.42111 3.66221 -0.22 0.15 -0.81 0.0000
H -0.18530 -2.33118 1.88937 -0.32 -0.24 0.54 0.0002
H -2.75410 -3.13164 0.72593 -0.06 0.56 -0.05 0.0000
H -1.92820 -1.69976 0.05281 -0.40 -0.08 0.42 -0.0013
H -3.66445 -1.59904 0.52087 0.49 -0.25 0.14 0.0002
H -3.96230 0.55448 0.28255 -0.41 0.02 0.76 -0.0002
H -5.32239 1.29656 1.24059 0.65 -0.51 -0.18 0.0001
H -4.81556 -0.37887 1.60763 0.21 0.59 -0.43 -0.0001
H -2.60904 2.69937 0.99062 -0.20 -0.21 0.57 -0.0002
H -2.52012 3.18538 2.70361 -0.31 -0.46 -0.41 -0.0001
H -4.09032 3.21141 1.83027 0.85 -0.56 0.24 0.0001
H -4.67640 0.19245 3.87360 0.03 0.69 0.18 0.0000
H -5.10508 1.93706 3.59344 0.49 -0.63 0.17 0.0000
H -3.66886 1.49761 4.56424 -0.28 -0.01 -0.38 -0.0001
H -2.72923 0.17113 5.54699 0.91 -0.43 -0.16 -0.0001
H -1.09928 -0.04763 6.27355 -0.44 -0.05 -0.41 0.0001
H -1.74835 -1.29862 5.20413 0.16 0.64 -0.04 0.0000
H -2.09965 2.45430 4.64862 1.16 -0.40 -0.11 -0.0001
H -0.55851 2.66237 3.74489 -0.13 -0.13 0.22 -0.0001
H -0.53671 2.26976 5.47771 0.04 -0.08 -0.12 0.0000
H 0.64940 -0.91688 3.83048 -0.13 0.64 0.10 0.0002
H 0.95411 0.17266 5.19378 -0.45 0.14 -0.60 0.0000
H 1.12041 0.77990 3.51606 -0.47 -0.39 0.32 0.0003
```
Positions in Å, forces in eV/Å.

Record 2
Formula: C8H24O4
Source: the Open Molecules 2025 dataset
Level of theory: wB97M-V/def2-TZVPD

Calculated values
LUMO energy = 0.54 eV
2S+1 = 1
ΔE to the lowest compared entry with this formula, charge and spin = 1.776 eV
HOMO energy = -0.3674 Ha
electronic energy = -620.06887 Ha

```
36
Properties=species:S:1:pos:R:3:forces:R:3:mulliken_charge:R:1
C -0.69251 -0.12257 6.19838 0.45 0.28 0.89 -1.0034
C -1.00685 1.37621 6.19078 0.47 -0.97 -0.24 -0.2199
O -2.22123 1.52804 5.51848 -1.42 0.64 -0.15 -0.4948
H -0.44801 -0.47552 5.19650 -0.07 -0.02 0.10 0.2482
H -1.49883 -0.71357 6.63275 -0.44 0.25 -0.40 0.2840
H 0.11382 -0.36005 6.89230 0.51 0.19 -0.29 0.3365
H -0.28611 1.95793 5.61610 0.64 -0.12 0.35 0.1879
H -1.15422 1.82281 7.17410 0.65 -0.31 0.34 0.3558
H -2.61542 2.23290 6.03749 -0.78 0.06 -0.65 0.3071
C -1.75263 -0.69134 -1.29710 -0.53 0.11 2.08 -0.9011
C -2.46459 -0.30160 0.02044 1.08 1.02 1.40 -0.2326
O -1.74328 0.81960 0.59865 0.17 1.11 -1.10 -0.5337
H -0.68920 -0.64882 -1.06173 0.03 -0.28 -0.22 0.2546
H -1.95199 0.02350 -2.09545 -0.27 -0.33 -0.02 0.2802
H -2.08848 -1.71746 -1.44676 0.25 0.07 -0.82 0.3108
H -2.33037 -0.93808 0.89506 -0.36 -1.59 -0.90 0.2643
H -3.53115 -0.09502 -0.06830 -0.04 0.16 -0.35 0.2780
H -2.02355 1.02805 1.49285 -0.31 -0.25 -0.04 0.2785
C -1.32837 -3.95218 -6.65850 0.24 -0.32 -0.61 -1.0076
C -1.03068 -4.47279 -8.06435 0.18 0.48 0.04 -0.2190
O -0.99811 -5.89737 -8.06561 -0.04 0.29 0.27 -0.5201
H -1.22992 -2.86665 -6.65499 -0.20 0.04 -0.02 0.3376
H -0.53572 -4.33409 -6.01511 -0.23 -0.11 0.24 0.2732
H -2.31469 -4.24724 -6.30041 0.11 -0.01 0.06 0.2882
H -0.08031 -4.01937 -8.34599 0.52 -0.36 -0.04 0.2521
H -1.69866 -4.08035 -8.83109 -0.60 -0.13 0.14 0.2994
H -0.76497 -6.22297 -8.93809 0.01 0.12 -0.07 0.2962
C 5.13055 4.41148 1.91017 -0.35 -0.43 -0.10 -1.0680
C 3.88032 3.50201 1.84898 1.89 0.88 -0.40 -0.1531
O 3.10318 4.08117 0.80093 -0.32 -0.86 0.55 -0.5028
H 5.58969 4.53074 0.92882 -0.60 0.13 -0.35 0.2897
H 5.98974 4.01198 2.44896 -0.44 0.04 0.81 0.3594
H 4.75618 5.37175 2.26490 0.62 0.12 0.11 0.2598
H 3.35361 3.49244 2.80322 -0.11 0.10 0.06 0.2462
H 4.20620 2.48627 1.62500 -0.25 -0.22 -0.21 0.2792
H 2.35652 3.48005 0.74845 -0.45 0.23 -0.48 0.2896
```
Positions in Å, forces in eV/Å.

Record 3
Formula: C17H19N
Source: the Open Molecules 2025 dataset
Level of theory: wB97M-V/def2-TZVPD

Calculated values
LUMO energy (alpha / beta) = -3.67 / -6.87 eV
2S+1 = 2
ΔE to the lowest compared entry with this formula, charge and spin = 1.141 eV
total charge = +1
HOMO energy (alpha / beta) = -0.4097 / -0.4097 Ha
electronic energy = -713.64077 Ha

```
37
Properties=species:S:1:pos:R:3:forces:R:3:mulliken_spin:R:1
C -0.04747 -2.05522 -1.39383 -1.62 0.55 -0.33 0.0012
C -0.60344 -3.02646 -2.42602 -0.37 -0.78 -0.80 0.0000
C 1.43767 -2.06376 -1.34064 1.71 -1.17 1.68 -0.0001
C 2.30203 -1.07289 -1.75398 -0.08 0.34 -0.51 -0.0011
C 2.07955 -3.19392 -0.72457 -2.15 1.13 -0.34 0.0000
C 3.66842 -1.03840 -1.37002 -0.90 0.14 -0.85 -0.0002
C 3.40186 -3.22423 -0.41278 0.25 0.85 0.13 0.0000
C 4.18847 -2.05364 -0.62239 -0.18 -1.96 0.69 0.0000
H -0.48847 -1.07784 -1.60302 0.64 0.41 -0.49 -0.0006
H -0.57143 -2.21513 -0.43515 0.84 -0.50 0.08 -0.0001
H -0.88276 -4.00752 -2.02881 0.31 0.11 0.15 0.0000
H 1.89667 -0.35344 -2.46452 0.23 0.38 0.34 0.0005
H 1.37449 -3.95386 -0.40354 0.41 -0.45 -0.08 0.0000
H 4.29386 -0.25727 -1.77993 0.03 0.21 0.34 0.0000
H 3.75712 -4.13826 0.03992 0.48 0.22 0.23 0.0000
H 5.15440 -2.06686 -0.13413 0.28 0.34 -0.56 0.0000
H 0.12589 -3.19742 -3.21758 0.10 -0.06 0.04 0.0000
H -1.49875 -2.69366 -2.95848 -0.01 0.33 0.32 0.0000
C 0.31249 1.37347 3.12715 -0.44 -1.00 0.94 0.0150
C -1.66914 2.21574 1.59638 1.75 0.36 -1.72 -0.0313
C -0.31642 2.04696 1.98223 0.23 -0.35 0.27 0.2537
C -1.63422 2.68797 0.21492 -0.83 0.38 1.55 0.0004
C 0.47510 2.35436 0.85235 -0.77 0.86 -0.70 0.2272
C -4.04940 2.09456 1.52794 0.43 -0.06 0.01 -0.0534
C -4.01964 2.66526 0.27477 0.77 0.53 0.09 0.1333
C -2.84312 1.91198 2.22045 -1.60 -0.47 0.49 0.1862
C -2.79267 2.99844 -0.40798 -1.99 0.02 0.09 0.0623
N -0.29828 2.84882 -0.12839 1.78 -0.81 0.13 0.1390
H -4.99313 1.80147 1.96361 0.02 0.14 0.15 -0.0006
H -4.94916 3.00006 -0.16165 -0.04 -0.29 -0.29 0.0029
H -2.87115 1.50996 3.22723 0.15 0.07 -0.04 0.0094
H -2.99545 3.50837 -1.33992 0.88 -0.10 -0.25 0.0062
H -0.27924 0.45717 3.30838 0.60 -0.22 -0.46 0.0236
H 0.29825 1.71862 4.16844 -0.25 1.10 -0.44 0.0274
H 1.53056 2.20150 0.70768 0.16 0.17 0.10 0.0073
H 0.14714 3.10729 -1.00590 -0.76 0.00 0.01 -0.0091
H 1.35936 1.18778 2.90180 -0.07 -0.41 0.04 0.0012
```
Positions in Å, forces in eV/Å.

Record 4
Formula: C23H37AlClF4N2O4P2S
Source: the Open Molecules 2025 dataset
Level of theory: wB97M-V/def2-TZVPD

Calculated values
LUMO energy = 0.94 eV
2S+1 = 1
total charge = -1
HOMO energy = -0.2243 Ha
electronic energy = -3492.60267 Ha

```
75
Properties=species:S:1:pos:R:3:forces:R:3:mulliken_charge:R:1
C 0.81163 -0.78988 3.89432 -0.28 -0.21 -0.50 -1.0926
C -0.65723 -1.16352 4.01654 0.71 0.14 0.40 -0.0652
O -1.42438 -0.27393 3.19298 -0.25 -0.74 -0.05 -0.1595
P -2.96764 -0.59069 2.92072 0.19 0.65 -0.21 0.8046
O -3.52456 0.38231 1.97655 -0.23 -0.01 0.02 -0.8530
C -3.18411 -2.27864 2.34688 -0.14 -0.14 -0.14 -1.0667
C -3.01422 -2.43461 0.82595 0.41 -0.09 0.10 -0.9434
C -1.84115 -1.65298 0.18726 -0.18 -0.37 -0.56 0.1793
C -0.95912 -2.51865 -0.68593 0.35 -0.07 0.09 0.6396
C -1.61164 -3.43173 -1.57273 0.13 -0.18 -0.27 -0.8889
C -0.97741 -4.29194 -2.42758 0.15 -0.12 -0.37 -0.4559
P -2.09854 -5.36426 -3.41116 -0.37 -0.08 0.15 0.1329
O -2.95386 -4.18411 -4.15991 0.16 -0.06 0.15 -0.4485
Cl -0.91665 -6.07478 -4.95424 0.07 0.12 -0.01 -0.2491
C 0.45464 -4.28707 -2.41445 -0.23 0.33 0.44 1.0979
N 1.29685 -5.05430 -3.10106 0.28 -0.08 -0.03 -0.6343
S 2.78081 -4.60646 -2.67001 -0.29 -0.08 -0.09 0.0729
N 2.44462 -3.45522 -1.61792 0.22 0.14 0.20 -0.5447
C 1.11708 -3.35419 -1.54262 -0.17 -0.18 -0.19 0.5274
C 0.41144 -2.44814 -0.68331 -0.08 -0.04 0.24 -0.0095
C 1.24444 -1.50416 0.13590 0.32 0.16 -0.55 -1.0627
C 1.90036 -0.43701 -0.75997 -0.29 -0.08 -0.32 -1.4612
C 0.88445 0.36124 -1.60783 0.43 0.08 0.01 1.3985
C 0.83965 -0.10705 -3.07067 -0.22 0.32 -0.03 -1.7548
C 1.22102 1.85700 -1.51468 -0.18 -0.55 -0.26 -1.9366
C 2.53756 2.23790 -2.21519 0.14 0.05 -0.08 0.2373
C 2.34553 3.34329 -3.20817 0.28 0.27 0.01 -0.7459
C 3.04836 4.47498 -3.21454 0.05 -0.20 -0.20 0.8986
C 4.30447 4.65569 -2.39870 -0.59 0.30 0.20 -1.1335
C 2.62819 5.65558 -4.03895 0.36 -0.14 -0.08 -1.5305
O -3.62188 -0.58320 4.37976 -0.23 -0.12 -0.31 -0.3306
C -4.58813 0.44988 4.66989 -0.03 -0.11 0.93 -0.2293
C -5.39239 0.00928 5.88205 -0.29 -0.12 -0.37 -1.1938
H 1.37538 -1.15828 4.74565 0.06 0.12 0.15 0.4354
H 0.91938 0.28255 3.76620 0.09 0.14 0.28 0.3415
H 1.22128 -1.25793 3.00249 0.15 0.03 -0.06 0.1274
H -0.97774 -1.09196 5.05538 -0.24 0.16 0.01 0.4099
H -0.77601 -2.20140 3.70685 -0.23 -0.06 -0.12 0.1572
H -2.58453 -3.01009 2.88296 0.22 0.09 0.13 0.4955
H -4.21639 -2.52115 2.59928 -0.09 0.02 0.11 0.4375
H -3.94353 -2.17569 0.32836 -0.10 0.14 0.02 0.3643
H -2.85332 -3.49537 0.64262 -0.09 -0.15 0.00 0.6230
H -2.26538 -0.89605 -0.47120 0.02 0.32 0.17 0.3207
H -1.23825 -1.14339 0.92454 -0.01 0.14 0.11 -0.2083
H -2.69554 -3.43091 -1.57788 -0.08 0.02 0.03 0.6327
H -2.39502 -3.40664 -4.29594 -0.13 0.11 -0.16 0.3718
H 2.05296 -2.08066 0.58427 -0.03 -0.02 0.32 0.7050
H 0.67053 -0.98990 0.89676 -0.10 -0.12 0.18 0.0342
H 2.48070 0.25705 -0.15482 -0.01 -0.04 0.24 0.7221
H 2.59989 -0.94137 -1.42151 0.18 -0.02 -0.04 0.5326
H -0.11100 0.20869 -1.18504 -0.09 0.12 0.12 0.0067
H 0.56564 0.72861 -3.71668 -0.10 0.06 -0.06 0.4236
H 1.81127 -0.44900 -3.41896 0.07 -0.18 -0.02 0.3787
H 0.09236 -0.88182 -3.24248 0.09 -0.26 0.05 0.2345
H 1.29409 2.11321 -0.46143 -0.11 0.28 0.04 0.4799
H 0.39873 2.41084 -1.96813 -0.08 0.18 0.07 0.6949
H 3.23432 2.57441 -1.45416 0.12 -0.06 0.08 0.1527
H 3.00958 1.37833 -2.69943 -0.09 -0.16 -0.01 0.2490
H 1.57454 3.23422 -3.96505 -0.36 -0.02 0.20 0.2067
H 4.11861 4.41728 -1.35524 0.19 -0.02 0.20 0.1754
H 5.10175 4.01942 -2.77412 0.14 -0.06 -0.01 0.2727
H 4.62318 5.69472 -2.43728 0.16 0.05 0.03 0.3875
H 3.47499 6.05848 -4.59752 0.01 0.06 -0.12 0.3708
H 1.82665 5.40933 -4.73060 -0.13 0.02 -0.03 0.3516
H 2.29867 6.44382 -3.36167 -0.11 0.12 -0.01 0.3169
H -5.25280 0.60888 3.82946 0.17 0.13 -0.29 0.3265
H -4.04655 1.36093 4.90766 0.07 0.15 -0.21 0.3074
H -4.78677 -0.57701 6.56554 0.12 0.10 0.15 0.3020
H -5.81251 0.87338 6.38973 0.08 0.11 0.14 0.3712
H -6.23812 -0.60046 5.56744 0.01 -0.20 0.04 0.2973
F 4.16117 5.32435 1.24123 0.01 -0.04 -0.05 -0.3947
Al 2.97986 4.34571 1.95567 0.01 0.02 -0.01 0.4291
F 2.86407 2.90206 1.05989 0.02 -0.01 0.00 -0.2457
F 1.49043 5.13933 1.93059 -0.02 -0.02 -0.01 -0.3991
F 3.41520 3.98290 3.54744 0.00 -0.04 0.01 -0.3966
```
Positions in Å, forces in eV/Å.